1.
{
  "formula": "C3H14O4S",
  "method": "ωB97M-V/def2-TZVPD",
  "charge": 1,
  "s_squared": 0.754,
  "homo_lumo_gap_ev": [9.3, 4.0],
  "multiplicity": 2,
  "energy_ev": -22351.6512,
  "species": ["C", "O", "C", "C", "S", "H", "H", "H", "H", "H", "H", "H", "H", "H", "H", "O", "H", "H", "O", "H", "H", "O"],
  "positions_angstrom": [[-1.023, -0.680, -0.370], [-2.085, -0.481, -1.355], [-1.251, -0.095, 0.956], [-1.970, 1.187, 0.808], [-0.996, 2.536, 0.047], [-1.234, -1.798, -0.239], [0.080, -0.640, -0.639], [-1.927, 0.433, -1.801], [-1.834, -0.693, 1.525], [-0.270, -0.182, 1.573], [-2.284, 1.539, 1.854], [-2.954, 1.303, 0.360], [-1.894, 3.429, -0.313], [3.695, -1.482, -0.883], [3.741, -2.961, -1.260], [4.297, -2.324, -0.958], [1.491, 1.083, 4.929], [2.234, 1.939, 3.854], [2.308, 1.247, 4.546], [-0.111, -1.357, -4.181], [1.154, -0.624, -4.439], [0.831, -1.377, -4.013]],
  "atomic_forces_ev_per_a": [[0.06, -4.73, -1.80], [2.01, 3.40, -0.31], [2.73, 1.24, -0.05], [-0.40, 3.11, 2.18], [0.86, -1.38, 0.75], [0.98, 1.23, 0.04], [-1.55, 0.52, -0.71], [-0.50, -2.38, 0.74], [-2.45, -1.85, 1.68], [-1.39, 1.13, -1.06], [0.73, 0.18, -0.83], [-0.08, -0.91, -0.59], [-0.98, 0.42, -0.07], [1.89, -2.53, -0.26], [-2.56, -3.07, -1.48], [0.68, 5.59, 1.71], [-2.47, -0.19, 1.00], [-0.17, -0.71, 0.96], [2.65, 0.91, -1.94], [-0.26, -0.19, -0.07], [0.97, 1.75, -1.12], [-0.73, -1.54, 1.24]],
  "lowdin_charge": [-0.28, -0.08, -0.26, -0.44, 1.15, 0.16, 0.15, 0.12, 0.09, 0.18, 0.16, 0.11, -0.06, 0.09, -0.04, -0.05, -0.02, 0.05, -0.03, 0.03, 0.00, -0.03]
}



2.
{
  "formula": "C29H55NO8",
  "method": "ωB97M-V/def2-TZVPD",
  "charge": 0,
  "homo_lumo_gap_ev": 9.7,
  "smiles": "CC(=O)OCCC[C@H]1CCNC1=O.C1CCOC1.C1CCOC1.C1CCOC1.C1CCOC1.C1CCOC1",
  "energy_ev": -48833.0883,
  "species": ["C", "C", "O", "O", "C", "C", "C", "C", "C", "C", "N", "C", "O", "H", "H", "H", "H", "H", "H", "H", "H", "H", "H", "H", "H", "H", "H", "H", "C", "C", "C", "O", "C", "H", "H", "H", "H", "H", "H", "H", "H", "C", "C", "C", "O", "C", "H", "H", "H", "H", "H", "H", "H", "H", "C", "C", "C", "O", "C", "H", "H", "H", "H", "H", "H", "H", "H", "C", "C", "C", "O", "C", "H", "H", "H", "H", "H", "H", "H", "H", "C", "C", "C", "O", "C", "H", "H", "H", "H", "H", "H", "H", "H"],
  "positions_angstrom": [[-0.477, 0.770, -1.028], [-1.902, 1.233, -0.839], [-2.658, 1.475, -1.745], [-2.323, 1.320, 0.463], [-1.741, 2.401, 1.228], [-1.422, 1.904, 2.630], [-0.260, 0.914, 2.759], [1.167, 1.480, 2.823], [1.781, 2.236, 1.637], [2.763, 3.185, 2.365], [2.052, 3.613, 3.594], [1.428, 2.381, 4.018], [1.237, 2.093, 5.173], [0.195, 1.628, -0.952], [-0.389, 0.302, -2.008], [-0.225, 0.052, -0.246], [-2.477, 3.210, 1.274], [-0.866, 2.786, 0.701], [-1.290, 2.761, 3.301], [-2.335, 1.395, 2.968], [-0.310, 0.164, 1.964], [-0.400, 0.366, 3.699], [1.799, 0.595, 2.967], [2.286, 1.554, 0.948], [1.071, 2.881, 1.114], [3.661, 2.641, 2.667], [3.025, 4.061, 1.766], [1.295, 4.241, 3.322], [4.508, -2.741, 1.557], [3.078, -3.164, 1.887], [2.763, -2.272, 3.081], [3.502, -1.063, 2.878], [4.452, -1.243, 1.826], [4.808, -2.972, 0.536], [5.212, -3.222, 2.239], [2.413, -2.933, 1.052], [2.977, -4.223, 2.120], [3.085, -2.730, 4.021], [1.703, -2.025, 3.164], [4.112, -0.697, 0.938], [5.409, -0.826, 2.143], [-0.341, -4.236, -3.699], [-1.482, -3.438, -3.069], [-0.789, -2.820, -1.864], [0.572, -2.616, -2.241], [0.845, -3.312, -3.465], [-0.491, -4.460, -4.754], [-0.199, -5.179, -3.168], [-1.818, -2.657, -3.755], [-2.345, -4.043, -2.793], [-0.824, -3.491, -0.998], [-1.222, -1.862, -1.572], [0.943, -2.581, -4.274], [1.789, -3.846, -3.372], [4.018, -5.969, -7.282], [4.256, -6.852, -6.058], [3.828, -5.928, -4.926], [2.795, -5.097, -5.460], [2.746, -5.233, -6.882], [3.905, -6.527, -8.210], [4.842, -5.263, -7.404], [3.610, -7.732, -6.096], [5.286, -7.190, -5.956], [4.658, -5.295, -4.594], [3.435, -6.464, -4.061], [1.854, -5.807, -7.155], [2.667, -4.240, -7.326], [-6.468, 1.987, -1.244], [-5.821, 1.958, -2.626], [-7.041, 1.861, -3.532], [-8.097, 2.553, -2.860], [-7.716, 2.820, -1.509], [-5.828, 2.416, -0.475], [-6.744, 0.976, -0.935], [-5.283, 2.890, -2.809], [-5.120, 1.138, -2.762], [-7.342, 0.818, -3.683], [-6.888, 2.320, -4.510], [-7.506, 3.890, -1.403], [-8.550, 2.567, -0.853], [-0.427, 6.422, 6.175], [-0.367, 5.030, 6.802], [-1.075, 4.187, 5.754], [-0.784, 4.806, 4.490], [-0.212, 6.101, 4.703], [0.322, 7.110, 6.564], [-1.413, 6.867, 6.328], [0.670, 4.705, 6.904], [-0.844, 4.968, 7.779], [-2.160, 4.181, 5.907], [-0.716, 3.161, 5.729], [0.857, 6.063, 4.464], [-0.695, 6.812, 4.032]],
  "atomic_forces_ev_per_a": [[-0.26, -0.10, 0.09], [-0.49, 0.24, -0.39], [0.42, -0.30, 0.53], [0.11, 0.20, -0.19], [0.03, -0.04, 0.18], [-0.18, -0.12, -0.04], [-0.04, 0.16, 0.25], [0.20, -0.62, -0.35], [0.22, 0.32, 0.41], [-0.44, 0.16, -0.21], [0.19, -0.63, -0.30], [-0.06, 0.19, 0.64], [-0.21, 0.18, -0.55], [0.03, -0.13, -0.07], [0.13, 0.17, 0.08], [0.12, 0.09, -0.11], [0.05, -0.13, -0.04], [-0.02, -0.04, 0.08], [0.09, -0.02, -0.16], [0.11, 0.10, 0.01], [-0.03, 0.08, 0.01], [0.02, 0.04, -0.13], [0.11, 0.13, 0.17], [-0.17, 0.19, -0.10], [-0.04, -0.27, -0.10], [0.05, 0.16, -0.06], [0.15, -0.18, 0.10], [0.00, 0.09, 0.27], [0.00, -0.02, 0.02], [-0.02, 0.03, -0.03], [0.01, -0.01, -0.01], [-0.01, 0.04, -0.02], [-0.03, 0.00, -0.03], [-0.02, 0.00, -0.01], [0.00, 0.00, 0.00], [0.01, 0.01, 0.00], [0.02, -0.01, 0.01], [-0.01, -0.01, -0.01], [0.00, 0.02, 0.01], [0.01, -0.01, -0.01], [-0.01, 0.01, 0.02], [-0.01, 0.00, 0.03], [0.04, 0.00, -0.05], [-0.02, -0.03, 0.03], [-0.02, 0.03, 0.02], [0.00, 0.03, -0.01], [0.00, 0.00, -0.01], [0.00, 0.00, 0.00], [0.00, 0.01, 0.01], [0.01, -0.02, 0.01], [-0.02, -0.01, 0.00], [-0.02, -0.01, 0.02], [0.01, -0.02, -0.02], [0.02, 0.02, 0.01], [0.02, 0.01, 0.01], [-0.02, -0.01, -0.01], [0.01, 0.01, -0.02], [-0.03, 0.01, 0.01], [0.00, -0.02, 0.00], [0.00, -0.01, 0.00], [0.00, 0.00, 0.00], [0.00, 0.00, 0.00], [0.01, 0.01, -0.01], [0.01, -0.02, 0.00], [-0.01, 0.01, 0.01], [0.01, 0.00, -0.02], [-0.01, 0.01, 0.01], [-0.01, -0.01, 0.01], [-0.03, 0.02, -0.04], [0.00, -0.03, 0.05], [-0.01, 0.00, -0.01], [0.03, 0.01, -0.01], [0.02, 0.00, -0.01], [-0.01, 0.00, 0.00], [0.01, -0.01, 0.01], [0.02, 0.00, 0.01], [0.02, 0.00, -0.01], [-0.02, 0.01, 0.00], [0.01, 0.00, 0.02], [-0.02, 0.00, -0.01], [-0.02, -0.01, 0.02], [0.06, 0.01, -0.01], [-0.05, -0.04, 0.06], [0.04, -0.05, -0.08], [0.00, 0.05, 0.02], [0.01, -0.01, 0.01], [0.00, 0.00, -0.01], [-0.01, -0.03, -0.02], [-0.02, 0.02, 0.00], [0.01, 0.07, -0.02], [-0.03, 0.02, 0.01], [0.00, 0.03, 0.04], [-0.02, -0.02, -0.01]],
  "lowdin_charge": [0.02, -0.51, 0.12, -0.03, -0.16, -0.14, -0.13, -0.23, -0.12, -0.18, 0.06, -0.41, 0.11, 0.08, 0.09, 0.08, 0.13, 0.10, 0.10, 0.12, 0.10, 0.12, 0.13, 0.11, 0.09, 0.12, 0.12, 0.10, -0.17, -0.16, -0.20, -0.16, -0.20, 0.11, 0.11, 0.11, 0.11, 0.12, 0.11, 0.11, 0.12, -0.17, -0.16, -0.21, -0.15, -0.20, 0.11, 0.11, 0.12, 0.11, 0.12, 0.10, 0.12, 0.10, -0.17, -0.17, -0.21, -0.16, -0.20, 0.11, 0.11, 0.11, 0.11, 0.12, 0.12, 0.12, 0.12, -0.17, -0.18, -0.21, -0.15, -0.21, 0.11, 0.11, 0.11, 0.10, 0.11, 0.11, 0.11, 0.11, -0.16, -0.16, -0.20, -0.18, -0.21, 0.11, 0.11, 0.12, 0.11, 0.12, 0.09, 0.11, 0.12]
}



3.
{
  "formula": "C26H30N2O3S",
  "method": "ωB97M-V/def2-TZVPD",
  "charge": 0,
  "homo_lumo_gap_ev": 8.7,
  "smiles": "Cc1ccccc1NC(=O)c1ccc(NS(=O)(=O)c2cc(C(C)(C)C)cc(C)c2C)cc1",
  "energy_ev": -47407.9839,
  "species": ["C", "C", "C", "C", "C", "C", "C", "N", "C", "O", "C", "C", "C", "C", "N", "S", "O", "O", "C", "C", "C", "C", "C", "C", "C", "C", "C", "C", "C", "C", "C", "C", "H", "H", "H", "H", "H", "H", "H", "H", "H", "H", "H", "H", "H", "H", "H", "H", "H", "H", "H", "H", "H", "H", "H", "H", "H", "H", "H", "H", "H", "H"],
  "positions_angstrom": [[-5.837, 2.707, -1.234], [-6.806, 1.721, -0.643], [-8.157, 2.026, -0.589], [-9.077, 1.141, -0.054], [-8.643, -0.076, 0.439], [-7.302, -0.406, 0.397], [-6.376, 0.483, -0.140], [-5.013, 0.177, -0.212], [-4.343, -0.919, 0.255], [-4.852, -1.823, 0.887], [-2.884, -0.907, -0.056], [-2.037, -1.621, 0.791], [-0.680, -1.691, 0.561], [-0.128, -1.048, -0.547], [1.228, -1.083, -0.820], [2.550, -1.785, -0.042], [3.251, -2.512, -1.059], [2.110, -2.492, 1.121], [3.517, -0.335, 0.369], [4.719, -0.220, -0.297], [5.547, 0.878, -0.093], [6.869, 0.965, -0.835], [7.654, 2.234, -0.494], [6.589, 0.960, -2.345], [7.726, -0.252, -0.462], [5.095, 1.849, 0.792], [3.882, 1.744, 1.463], [3.455, 2.836, 2.397], [3.067, 0.624, 1.265], [1.763, 0.468, 1.977], [-0.975, -0.353, -1.413], [-2.332, -0.284, -1.172], [-6.363, 3.610, -1.533], [-5.070, 2.991, -0.511], [-5.349, 2.297, -2.120], [-8.494, 2.978, -0.974], [-10.123, 1.404, -0.023], [-9.349, -0.776, 0.858], [-6.959, -1.352, 0.780], [-4.448, 0.888, -0.650], [-2.474, -2.131, 1.636], [-0.044, -2.262, 1.215], [1.495, -0.744, -1.730], [4.982, -1.017, -0.973], [7.096, 3.128, -0.766], [7.896, 2.271, 0.565], [8.589, 2.241, -1.051], [6.079, 0.051, -2.647], [5.967, 1.810, -2.617], [7.524, 1.027, -2.897], [8.682, -0.206, -0.979], [7.913, -0.267, 0.609], [7.233, -1.180, -0.736], [5.694, 2.726, 0.980], [3.424, 2.471, 3.423], [4.148, 3.672, 2.354], [2.460, 3.194, 2.140], [1.475, -0.577, 2.008], [1.833, 0.842, 2.996], [0.979, 1.029, 1.466], [-0.560, 0.123, -2.290], [-2.955, 0.229, -1.892]],
  "atomic_forces_ev_per_a": [[-0.09, -0.12, 0.07], [0.06, 0.00, 0.00], [0.01, -0.08, 0.04], [-0.13, -0.01, 0.03], [-0.05, 0.14, -0.06], [0.09, -0.20, 0.07], [-0.48, -0.04, 0.07], [0.19, 0.40, -0.28], [0.07, 0.05, 0.01], [-0.04, -0.02, 0.06], [0.29, -0.15, -0.03], [-0.20, 0.15, -0.14], [-0.01, -0.04, 0.00], [-0.68, -0.14, 0.49], [1.06, -0.26, 0.05], [-0.28, 0.16, -0.62], [0.04, 0.30, 0.04], [-0.08, 0.22, 0.04], [-0.07, -0.47, -0.16], [0.15, -0.05, -0.10], [-0.14, 0.04, 0.09], [0.16, 0.02, -0.10], [-0.17, -0.23, -0.03], [0.05, 0.02, 0.18], [-0.08, 0.17, -0.04], [0.03, -0.16, -0.11], [-0.13, -0.21, -0.06], [-0.01, -0.07, 0.00], [0.05, 0.18, 0.15], [-0.05, 0.10, 0.04], [0.34, -0.02, -0.01], [-0.07, -0.12, 0.19], [0.03, 0.04, -0.03], [0.11, 0.06, 0.00], [0.11, 0.03, -0.08], [0.00, 0.09, -0.04], [-0.09, 0.02, 0.00], [-0.05, -0.07, 0.04], [0.01, -0.01, 0.01], [0.00, -0.16, 0.14], [-0.03, -0.06, 0.06], [-0.05, -0.03, 0.07], [0.11, 0.01, -0.10], [0.16, -0.03, -0.12], [-0.04, 0.14, 0.01], [0.04, 0.07, 0.14], [0.08, 0.00, -0.05], [-0.06, -0.11, -0.08], [-0.07, 0.08, -0.06], [0.11, -0.01, -0.09], [0.12, -0.02, -0.07], [0.04, -0.04, 0.12], [-0.03, -0.14, -0.02], [0.09, 0.12, 0.01], [-0.05, 0.05, 0.11], [0.02, 0.06, 0.02], [-0.08, 0.08, 0.05], [-0.15, 0.09, 0.17], [-0.05, 0.01, 0.07], [-0.11, 0.05, 0.01], [0.03, 0.06, -0.09], [-0.04, 0.04, -0.05]],
  "lowdin_charge": [-0.05, -0.22, -0.06, -0.10, -0.08, -0.01, -0.18, 0.14, -0.41, 0.08, -0.14, 0.00, -0.01, -0.28, -0.04, 0.70, -0.28, -0.28, -0.21, -0.02, -0.16, -0.56, -0.06, -0.04, -0.04, 0.03, -0.21, -0.04, -0.20, -0.03, -0.02, -0.03, 0.08, 0.09, 0.08, 0.11, 0.10, 0.10, 0.10, 0.10, 0.12, 0.10, 0.12, 0.10, 0.09, 0.09, 0.09, 0.08, 0.09, 0.09, 0.09, 0.09, 0.08, 0.11, 0.09, 0.08, 0.09, 0.05, 0.09, 0.10, 0.11, 0.11]
}



Repeat the first record exactly.
{
  "formula": "C3H14O4S",
  "method": "ωB97M-V/def2-TZVPD",
  "charge": 1,
  "s_squared": 0.754,
  "homo_lumo_gap_ev": [9.3, 4.0],
  "multiplicity": 2,
  "energy_ev": -22351.6512,
  "species": ["C", "O", "C", "C", "S", "H", "H", "H", "H", "H", "H", "H", "H", "H", "H", "O", "H", "H", "O", "H", "H", "O"],
  "positions_angstrom": [[-1.023, -0.680, -0.370], [-2.085, -0.481, -1.355], [-1.251, -0.095, 0.956], [-1.970, 1.187, 0.808], [-0.996, 2.536, 0.047], [-1.234, -1.798, -0.239], [0.080, -0.640, -0.639], [-1.927, 0.433, -1.801], [-1.834, -0.693, 1.525], [-0.270, -0.182, 1.573], [-2.284, 1.539, 1.854], [-2.954, 1.303, 0.360], [-1.894, 3.429, -0.313], [3.695, -1.482, -0.883], [3.741, -2.961, -1.260], [4.297, -2.324, -0.958], [1.491, 1.083, 4.929], [2.234, 1.939, 3.854], [2.308, 1.247, 4.546], [-0.111, -1.357, -4.181], [1.154, -0.624, -4.439], [0.831, -1.377, -4.013]],
  "atomic_forces_ev_per_a": [[0.06, -4.73, -1.80], [2.01, 3.40, -0.31], [2.73, 1.24, -0.05], [-0.40, 3.11, 2.18], [0.86, -1.38, 0.75], [0.98, 1.23, 0.04], [-1.55, 0.52, -0.71], [-0.50, -2.38, 0.74], [-2.45, -1.85, 1.68], [-1.39, 1.13, -1.06], [0.73, 0.18, -0.83], [-0.08, -0.91, -0.59], [-0.98, 0.42, -0.07], [1.89, -2.53, -0.26], [-2.56, -3.07, -1.48], [0.68, 5.59, 1.71], [-2.47, -0.19, 1.00], [-0.17, -0.71, 0.96], [2.65, 0.91, -1.94], [-0.26, -0.19, -0.07], [0.97, 1.75, -1.12], [-0.73, -1.54, 1.24]],
  "lowdin_charge": [-0.28, -0.08, -0.26, -0.44, 1.15, 0.16, 0.15, 0.12, 0.09, 0.18, 0.16, 0.11, -0.06, 0.09, -0.04, -0.05, -0.02, 0.05, -0.03, 0.03, 0.00, -0.03]
}